C23H57B2F4HfN10O4SSi4Te | ωB97M-V with the def2-TZVPD basis set

Values from the calculation:
E_tot (a.u.): -4079.974375
Energy above the lowest of the compared OMol25 structures with the same formula, charge and spin (kJ/mol): 511.09
Charge: +3
Lowest unoccupied orbital energy (eV): -9.5
HOMO-LUMO gap (eV): 5.742

Geometry as XYZ:
```
107
Properties=species:S:1:pos:R:3:forces:R:3
Hf -1.298102 -1.157887 -1.213909 -1.5121 -1.1925 -1.9595
Te 1.792314 0.860986 1.444308 0.9371 0.5428 0.4831
S 0.630555 1.282569 -1.637131 -0.0248 0.3455 -0.1248
Si 1.931951 3.245877 2.443107 0.0058 -0.0736 0.2982
Si 3.334166 4.432484 0.768133 0.2679 -0.0191 -0.1550
Si 3.293681 -0.207296 3.415958 0.4107 0.0587 0.4103
Si 0.723817 4.051679 4.597774 0.0758 -0.2062 -0.1977
F -4.238467 2.640550 -1.704159 0.0369 -0.1249 0.0234
F -2.307985 -1.874737 0.902035 0.6579 -0.4555 -0.1420
F -1.758197 0.042240 -2.617787 -0.3240 0.5622 -0.8961
F -1.447622 -3.775650 1.984386 0.1532 -0.1039 -0.0170
O -0.050481 -2.530040 0.563032 0.1821 0.8045 -0.4418
O -1.928128 -3.869627 -0.303119 -0.3387 -0.1629 -0.0770
O -2.683384 1.668637 -0.397289 0.1807 0.0448 0.5039
O -4.337426 0.373330 -1.756564 -0.3104 -0.2757 -0.2125
N 1.239147 1.837717 -4.142912 -0.1574 -0.0681 -0.1876
N 0.028787 -1.104353 0.318197 0.1474 0.1977 2.0582
N -3.820065 -0.849578 -1.413192 0.5985 0.0784 0.2783
N 1.883703 -0.232324 -3.406280 -0.1048 0.2664 -0.1739
N -0.502996 -2.639225 -2.627064 0.2805 -0.2856 -0.2868
N -0.809718 -4.661954 -3.771081 -0.2369 0.0516 0.1159
N -1.868357 0.641064 -0.010548 0.2518 0.3893 0.5622
N -2.610610 -2.981802 -1.116913 -0.1458 -0.2100 0.5460
N 2.150318 -1.101395 -2.343417 0.0711 -0.1974 0.1283
N -1.865522 -2.758093 -4.532756 0.0285 0.0787 0.1900
C 1.263956 0.933786 -3.160269 0.2739 -0.1157 0.0968
C -1.050940 -3.344780 -3.623056 0.2074 -0.0402 -0.1960
C -1.649771 -1.416876 -5.051299 0.1423 0.0069 -0.1090
C -1.412910 2.046987 1.914163 -0.1518 -0.0772 -0.0582
C 4.612001 -0.971694 2.321370 -0.3754 0.1411 0.1194
C 3.890544 1.338103 4.328503 -0.2068 -0.1974 -0.3314
C -5.804172 -1.852690 -2.489146 -0.0819 0.1722 0.0264
C -4.683006 -4.284562 -0.853930 0.0774 -0.0434 0.0410
C -2.984662 -3.461444 -5.140795 -0.0375 -0.0339 -0.0934
C 4.221533 3.093077 -0.220289 -0.3028 0.1071 0.3132
C -0.008382 2.549030 5.469386 0.1058 0.2461 -0.2746
C -1.211347 0.834541 1.072061 -0.2232 0.4686 -0.1310
C -0.423265 -0.867993 2.787121 -0.0564 -0.0647 -0.0169
C -4.501077 -1.867740 -1.781483 -0.1238 0.1475 0.0640
C -0.726901 -5.287808 -5.087091 0.0202 -0.0664 -0.1329
C 2.411756 -1.384488 4.579135 -0.0823 0.1757 -0.4562
C -0.529001 5.256887 3.888677 0.2191 -0.1408 0.0179
C 2.019636 5.300881 -0.264832 0.0183 -0.1335 0.3628
C -0.235926 -0.259898 1.409856 -0.1002 -0.7167 0.0215
C 4.523757 5.540321 1.708752 -0.3375 -0.1275 -0.0332
C 2.119235 4.829379 5.577710 -0.0909 -0.1009 -0.3338
C -0.404516 -5.515480 -2.661311 0.1098 0.0181 0.0659
C -3.868739 -3.116350 -1.263006 0.1364 -0.1239 -0.1231
B -1.388990 -3.074140 0.839994 -1.0423 0.0680 0.6489
B -3.718208 1.504268 -1.298241 -0.1166 0.3019 -0.2420
H -3.181318 -4.397470 -4.624439 0.0096 0.0199 0.0101
H -2.464794 2.097508 2.203204 0.0181 0.0428 0.0665
H -0.779157 -5.127412 -1.718387 0.0016 -0.0063 -0.0248
H 2.918848 -0.740231 -1.782687 0.0421 0.0127 -0.1021
H -1.435303 -1.253632 2.899863 -0.0346 0.0501 -0.0876
H -5.537735 -3.964018 -0.257614 -0.0143 0.0162 -0.0078
H 4.853934 2.470177 0.415210 0.0365 0.0041 0.0100
H -0.241292 -0.140589 3.574947 0.0136 0.0110 -0.0080
H -2.504176 -0.769961 -4.858999 -0.0009 0.0074 0.0609
H -4.076812 -4.980542 -0.280673 -0.0324 -0.0223 -0.0270
H 1.476235 6.055282 0.305740 0.0065 0.0191 0.0249
H 0.667012 2.655014 -4.014743 0.0000 0.0090 0.0155
H 4.203969 -1.795509 1.733279 -0.0329 -0.0085 0.0077
H 3.117709 -1.700475 5.351250 0.1374 0.0964 -0.0271
H -6.622165 -1.920732 -1.766651 0.0265 -0.0340 0.0314
H 1.698315 5.325341 6.456155 -0.0966 -0.0121 -0.0092
H -1.550686 -5.979882 -5.267236 -0.0003 0.0078 0.0263
H -0.899017 5.915013 4.678443 0.0400 -0.0382 0.0871
H 3.082628 1.854565 4.852126 -0.0715 -0.0994 0.0517
H -0.154270 2.791939 6.524627 0.0386 0.0692 0.0155
H -0.766510 -0.985747 -4.594569 0.0156 0.0558 0.0275
H 4.628523 1.051277 5.081141 0.0482 0.0172 0.0145
H -0.790782 2.029563 2.805539 -0.0117 -0.0446 0.0002
H 2.479364 5.812443 -1.112907 0.1339 -0.0414 0.0105
H 0.683062 -5.622921 -2.608291 -0.0104 -0.0220 -0.0475
H 1.296874 4.586740 -0.665702 0.0163 -0.0440 -0.0362
H 2.659686 5.585864 5.007867 -0.0111 0.0343 -0.0138
H 1.550431 1.629961 -5.079653 0.0527 0.0119 0.0260
H 4.005611 6.295289 2.301148 -0.0346 0.0153 -0.0030
H 0.250164 -1.712721 2.891285 0.0644 0.0209 0.0952
H 2.840216 4.095145 5.938368 -0.0206 -0.0478 -0.0129
H -0.713133 -4.535255 -5.870298 -0.0013 -0.0016 0.0260
H 2.065343 -2.287309 4.076976 0.0475 -0.0253 -0.0372
H -0.838021 -6.502748 -2.815836 0.0421 -0.0111 0.0094
H 3.500581 2.451559 -0.731029 -0.0072 0.0071 -0.0394
H 0.121184 -3.246905 -2.102567 0.2900 0.1121 -0.1341
H -5.072073 -4.784356 -1.744266 -0.0335 -0.0213 0.0196
H -3.868600 -2.823235 -5.069279 0.0081 -0.0121 0.0000
H 5.166116 6.070794 1.002473 -0.0285 -0.0273 -0.0853
H 4.376678 2.049045 3.652925 0.1037 -0.0180 -0.0498
H -5.926989 -0.913807 -3.024075 -0.0225 -0.0658 -0.0698
H 4.864723 3.547529 -0.976265 -0.0053 0.1147 0.0231
H 1.556832 -0.932801 5.081093 0.0265 0.0704 0.0295
H -0.984207 2.267004 5.073655 0.0002 0.0028 -0.0402
H -0.088136 5.900677 3.126007 0.0404 0.0392 0.0148
H 5.177433 4.977927 2.376467 -0.0059 -0.0686 -0.0171
H -5.895960 -2.700490 -3.165538 0.0355 0.0013 -0.0153
H -1.501030 -1.480050 -6.133123 -0.0145 0.0025 0.0198
H 0.206374 -5.849236 -5.143972 -0.0073 0.0026 0.0316
H 5.024871 -0.233386 1.632052 0.0121 0.0203 0.0173
H 0.651292 1.680238 5.430807 0.0341 0.0001 0.0056
H -1.220178 2.946900 1.323065 0.0320 -0.0099 -0.0068
H 2.396731 -0.346549 -4.269601 0.0953 0.0278 0.0344
H 2.424349 -1.994641 -2.730190 -0.0735 -0.0650 -0.0262
H 5.434652 -1.371538 2.917259 -0.0235 0.0271 0.1182
H -1.396538 4.762946 3.450452 0.0252 -0.0914 0.0113
H -2.812836 -3.666102 -6.199637 -0.0115 -0.0276 0.0139
```
Positions in Å, forces in eV/Å.

Löwdin population analysis, charges in e, atoms 1 to 2: 1.659 1.119